Record 1
{
  "formula": "C39H42As2N2O6PS5TcTe",
  "method": "the ωB97M-V functional and the def2-TZVPD basis",
  "symbols": ["Tc", "S", "C", "C", "C", "C", "C", "C", "As", "C", "C", "C", "C", "C", "C", "C", "C", "C", "C", "C", "C", "H", "H", "H", "H", "H", "H", "H", "H", "H", "H", "H", "H", "H", "H", "S", "C", "N", "C", "C", "C", "C", "C", "C", "H", "H", "H", "H", "H", "O", "S", "O", "O", "S", "C", "As", "C", "C", "C", "C", "C", "C", "C", "C", "H", "H", "H", "H", "H", "H", "H", "H", "H", "H", "H", "H", "H", "C", "C", "O", "P", "O", "Te", "O", "C", "C", "H", "H", "H", "H", "H", "H", "H", "H", "H", "H", "S", "C", "N"],
  "xyz": [[1.08243, -1.18759, 1.09062], [-3.69719, -0.62164, -0.43792], [-4.83096, 0.06223, -1.45151], [-6.14253, -0.45115, -1.55912], [-7.03973, 0.15084, -2.43878], [-6.61142, 1.09500, -3.33564], [-5.29431, 1.56438, -3.31491], [-4.44262, 1.12265, -2.35627], [-2.57666, 1.66971, -2.03613], [-2.81778, 3.60213, -2.28372], [-3.22576, 4.14466, -3.53767], [-3.40461, 5.52037, -3.69429], [-3.22135, 6.35838, -2.59779], [-2.83444, 5.82854, -1.40001], [-2.60781, 4.47475, -1.20811], [-1.71873, 1.32906, -3.77035], [-0.65561, 2.06687, -4.25828], [-0.16513, 1.80237, -5.56035], [-0.80237, 0.90925, -6.34222], [-1.87926, 0.14177, -5.83815], [-2.32826, 0.30944, -4.54779], [-6.42028, -1.29215, -0.93316], [-8.06475, -0.19755, -2.37290], [-7.28443, 1.51661, -4.11535], [-4.89985, 2.27567, -4.08727], [-3.28132, 3.51179, -4.43668], [-3.53484, 5.87958, -4.73203], [-3.50894, 7.41811, -2.62123], [-2.73457, 6.53582, -0.61947], [-2.50030, 4.13466, -0.17290], [-0.14817, 2.79385, -3.61374], [0.69708, 2.39297, -5.88671], [-0.39684, 0.70958, -7.33825], [-2.30816, -0.60705, -6.47899], [-3.12741, -0.27941, -4.03002], [4.19549, -0.08248, 4.53760], [3.25873, -0.03473, 3.10041], [2.32938, -0.98954, 2.88999], [2.39442, -1.84062, 4.02120], [1.58850, -2.93123, 4.28582], [1.70208, -3.63111, 5.48490], [2.71284, -3.30870, 6.42813], [3.46932, -2.19026, 6.19014], [3.32986, -1.48738, 4.99235], [3.39563, 0.69956, 2.31970], [0.95460, -3.31258, 3.48670], [1.05459, -4.51690, 5.74040], [2.89300, -3.90436, 7.31638], [4.18624, -1.82009, 6.92309], [-1.28755, -4.41704, 0.45843], [-0.23846, -3.55524, 0.01728], [0.61363, -4.11879, -1.03926], [0.72790, -3.23368, 1.24305], [-0.48721, -1.45148, -0.49662], [3.91657, -0.04217, -0.79321], [2.71714, -1.62608, -0.60586], [2.14441, -1.84949, -2.52861], [3.90061, -3.13902, -0.08110], [5.00148, -3.19525, -1.11185], [6.28707, -2.70311, -0.75031], [7.34518, -2.75019, -1.68156], [7.10135, -3.32817, -2.93381], [5.82825, -3.86210, -3.26715], [4.81201, -3.80314, -2.34307], [4.75676, -0.35193, -1.44809], [4.31549, 0.27815, 0.21289], [3.32459, 0.73526, -1.20898], [2.96572, -1.69716, -3.25956], [1.34812, -1.12291, -2.59226], [1.73862, -2.85812, -2.61580], [3.26660, -4.02171, -0.09273], [4.23090, -2.78646, 0.89623], [6.40567, -2.15845, 0.19813], [8.28514, -2.29180, -1.41479], [7.89978, -3.41963, -3.67104], [5.70885, -4.23005, -4.28213], [3.84003, -4.25090, -2.53745], [-4.51824, 1.24011, 2.49370], [-3.15367, 1.67776, 3.01083], [-2.14658, 0.73208, 2.59184], [-1.35561, -0.32147, 3.49837], [-0.40546, -1.07023, 2.54789], [-2.97465, -1.63306, 4.79071], [-0.43787, 0.68542, 4.43587], [-0.48603, 0.89664, 5.86701], [0.63855, 1.87500, 6.18586], [-5.23414, 2.06149, 2.57922], [-4.90562, 0.40234, 3.12293], [-4.46059, 0.90052, 1.44338], [-3.14402, 1.80991, 4.09915], [-2.84717, 2.63661, 2.51956], [-0.25942, -0.06562, 6.31826], [-1.50772, 1.22994, 6.20153], [1.48149, 1.72303, 5.46548], [0.95266, 1.77216, 7.25132], [0.29554, 2.88808, 6.08706], [1.17062, 3.54982, 0.14049], [1.06087, 2.05493, 0.69113], [1.03060, 0.87110, 0.98792]],
  "atomic_forces_ev_per_a": [[-2.4, 0.3, 1.7], [0.4, -1.0, 1.0], [-0.8, 0.5, -1.5], [0.2, 0.6, 0.0], [-0.2, -1.1, 0.9], [-0.4, 1.2, -1.4], [0.0, 0.8, -1.2], [1.0, -1.0, 1.2], [0.9, 0.9, 0.5], [-0.5, 0.5, -0.8], [0.9, 0.2, 0.5], [0.4, -0.6, -0.8], [-0.8, 0.5, -0.8], [0.0, 0.0, 0.0], [-1.0, -0.4, -0.1], [-1.2, -0.4, -0.2], [0.4, -0.3, -0.1], [0.5, 1.7, 1.8], [-0.5, -1.5, -0.9], [0.4, 0.0, -0.3], [0.2, 0.6, 0.8], [-0.1, 0.2, 0.0], [0.0, 0.1, -0.4], [0.4, -0.5, 0.8], [-0.8, -0.7, 0.8], [0.0, 0.2, 0.6], [-0.4, 0.1, 0.8], [0.5, -0.4, -0.3], [0.2, 0.3, 1.1], [0.6, -0.2, -0.5], [-0.3, -0.1, -0.3], [-0.3, -0.4, -0.1], [-0.4, 0.0, 0.2], [-0.2, -0.2, -0.1], [0.7, 0.4, -1.1], [-0.3, 0.4, -0.7], [-1.7, -1.2, -1.4], [3.1, 1.0, 1.9], [-0.1, 0.3, 0.0], [-0.8, -1.5, -0.1], [0.2, -1.0, 0.5], [-0.8, 0.3, -0.7], [0.8, 0.4, 0.2], [-0.3, -0.2, 0.5], [0.1, 0.3, 0.2], [-0.3, 0.3, 0.3], [0.6, 1.1, -0.7], [-0.3, 0.1, 0.0], [0.0, -0.2, -0.1], [-0.8, 0.5, -0.1], [2.9, -0.1, 0.4], [-0.6, 0.4, 0.3], [-0.7, 0.3, -1.0], [-0.7, -1.3, -0.1], [1.2, -1.6, 1.1], [1.0, 0.4, -1.7], [1.0, -0.3, 0.9], [-0.1, 1.2, -1.5], [1.4, -0.2, 1.8], [-0.5, 0.3, -1.1], [-1.4, -0.2, 0.1], [-0.3, -0.3, 0.0], [1.7, 0.9, 0.1], [-0.6, -0.3, 0.0], [-0.4, 0.5, 0.3], [-0.4, -0.4, -1.1], [-0.5, 0.7, -0.4], [-0.4, 0.1, 0.6], [-0.1, 0.2, -0.4], [-0.1, 0.2, 0.0], [-0.1, 0.0, 0.4], [0.1, -0.6, 0.1], [0.0, -0.5, -0.4], [0.2, -0.1, -0.1], [-0.2, 0.2, 0.2], [-0.2, -0.2, 0.3], [0.1, 0.1, -0.2], [-0.2, -0.7, 0.6], [0.4, 0.3, -0.8], [0.1, 0.0, -0.2], [0.2, -0.2, 0.4], [-1.1, 0.9, 1.4], [1.0, 0.6, -0.4], [-0.5, -0.3, -0.4], [-0.2, -0.5, -0.5], [0.3, -0.3, 0.3], [0.1, 0.1, -0.1], [0.4, 0.5, -0.6], [0.0, 0.3, 0.5], [0.0, -0.1, -0.1], [-0.2, -0.7, 0.5], [-0.2, -0.1, 0.3], [1.0, -0.3, -0.4], [-0.6, 0.0, 0.8], [0.0, -0.1, -0.8], [-0.1, 0.6, -0.3], [-0.1, 0.9, -0.1], [0.0, -5.4, 0.9], [0.6, 4.5, -1.1]],
  "homo_energy_ev": [-4.4806, -4.4807],
  "s_squared": 3.793,
  "largest_force_ev_per_a": 5.51,
  "homo_lumo_gap_ev": [6.41, 4.78],
  "e_lumo_ev": [1.930, 0.294],
  "spin_multiplicity": 4,
  "total_charge": -1
}

Record 2
{
  "formula": "C39H42Cl3GdN9O3SSe",
  "method": "the ωB97M-V functional and the def2-TZVPD basis",
  "symbols": ["Gd", "N", "C", "C", "C", "C", "N", "C", "N", "N", "C", "O", "O", "H", "H", "H", "H", "H", "H", "H", "H", "H", "H", "H", "H", "H", "H", "C", "C", "N", "C", "C", "C", "C", "C", "C", "C", "C", "N", "C", "N", "H", "H", "H", "H", "H", "H", "H", "H", "H", "Se", "C", "C", "C", "C", "C", "C", "H", "H", "H", "H", "H", "Cl", "C", "C", "C", "C", "C", "C", "N", "C", "C", "N", "C", "O", "C", "C", "C", "Cl", "S", "C", "C", "C", "Cl", "C", "H", "H", "H", "H", "H", "H", "H", "H", "H", "H", "H", "H", "H", "H"],
  "xyz": [[0.00000, 0.00000, 0.00000], [-0.89240, 1.54510, 1.50910], [-2.07220, 2.04830, 0.70540], [-2.81820, 3.17350, 1.46290], [-4.14130, 3.67570, 0.84080], [-5.28390, 2.64430, 0.78400], [-5.04720, 1.62100, -0.21790], [-5.02840, 0.20450, 0.01710], [-5.18450, -0.35630, 1.31630], [-4.84970, -0.59180, -0.98730], [-1.61900, 2.40110, -0.71250], [-1.88890, 3.47540, -1.23030], [-0.84680, 1.46620, -1.43020], [-1.15300, 1.18650, 2.40220], [-0.23480, 2.36810, 1.57320], [-2.73680, 1.17540, 0.61610], [-2.12810, 4.04040, 1.55850], [-3.04630, 2.81200, 2.49020], [-3.98120, 4.11200, -0.16630], [-4.49240, 4.50490, 1.49440], [-6.20870, 3.18830, 0.48490], [-5.46270, 2.24880, 1.79630], [-4.91400, 1.95060, -1.18520], [-5.30280, 0.21310, 2.16320], [-5.15800, -1.37780, 1.44610], [-4.72640, -0.22330, -1.94010], [-4.82390, -1.61290, -0.85320], [-2.67280, -2.23620, 2.98230], [-2.17690, -1.51270, 1.91000], [-0.88290, -1.52880, 1.52880], [-0.04500, -2.29900, 2.26810], [-0.43530, -3.05890, 3.36860], [-1.78780, -3.02550, 3.71460], [0.48230, -3.94160, 4.09750], [1.67130, -3.65240, 4.65680], [2.37630, -2.36350, 4.76310], [3.71860, -2.33990, 5.08910], [4.30010, -1.09570, 5.18300], [3.63240, 0.05260, 4.98170], [2.33360, -0.08150, 4.67920], [1.66750, -1.23870, 4.56660], [-3.72420, -2.18920, 3.24140], [-2.82830, -0.88460, 1.30950], [0.98800, -2.28980, 1.93150], [-2.15790, -3.60400, 4.55670], [0.12590, -4.96840, 4.17170], [2.20020, -4.48150, 5.12390], [4.29570, -3.23860, 5.25730], [5.35190, -0.98440, 5.42950], [1.76840, 0.82820, 4.50940], [-1.06950, -1.85190, -1.85190], [-1.80890, -3.10960, -3.09870], [-1.57330, -4.48010, -2.93500], [-2.11250, -5.39640, -3.84420], [-2.88730, -4.94420, -4.91740], [-3.12320, -3.57540, -5.08190], [-2.58460, -2.65810, -4.17340], [-0.97440, -4.83500, -2.10610], [-1.93010, -6.45560, -3.71720], [-3.30420, -5.65350, -5.62060], [-3.72270, -3.22580, -5.91240], [-2.77000, -1.59980, -4.30490], [3.47640, 6.12320, 1.66380], [4.17600, 4.80280, 0.81350], [4.36450, 3.58660, 1.45630], [4.93850, 2.51420, 0.76590], [5.32690, 2.63010, -0.58290], [5.95390, 1.44770, -1.32440], [5.14110, 0.83210, -2.49720], [3.86250, 0.22420, -2.18840], [3.52350, -1.08210, -2.42720], [2.22690, -1.20180, -1.98900], [1.76280, 0.00000, -1.52830], [2.75120, 0.84840, -1.70070], [6.60010, 0.51190, -0.44120], [5.85290, -0.62470, -0.00970], [6.46390, -1.21960, 1.22310], [5.78480, -1.62830, 2.35090], [4.08800, -1.55750, 2.63800], [6.77950, -2.26560, 3.56560], [8.17840, -2.01920, 2.61400], [7.87310, -1.45910, 1.39210], [5.14050, 3.88610, -1.20120], [5.63620, 4.20030, -2.82890], [4.56390, 4.95930, -0.51110], [4.07570, 3.46200, 2.49770], [5.08790, 1.59140, 1.31980], [6.83230, 1.88960, -1.81470], [5.75360, 0.05380, -2.96980], [4.92490, 1.57670, -3.26930], [4.20530, -1.79830, -2.86520], [1.60030, -2.08480, -1.99000], [2.70330, 1.90670, -1.48010], [5.87570, -1.37910, -0.80270], [4.81650, -0.34470, 0.18930], [9.15310, -2.29320, 2.99420], [8.62300, -1.21890, 0.64680], [4.42740, 5.91890, -1.00380], [1.57050, 0.00000, 1.36150]],
  "atomic_forces_ev_per_a": [[1.4, -0.8, 0.5], [0.0, 2.9, -1.4], [-0.1, -0.5, 1.3], [0.0, 0.1, -0.3], [0.0, 0.4, 0.2], [-0.3, 1.3, 0.2], [0.0, -4.2, 0.5], [-0.7, 3.4, 3.2], [0.0, 1.3, -2.3], [0.2, -1.4, -1.6], [2.4, -0.7, -3.7], [-0.4, -0.7, 1.0], [-2.8, 2.8, 2.8], [-0.2, 0.0, 0.8], [-0.7, -1.3, 0.5], [0.1, 0.2, 0.0], [-0.4, -0.5, 0.0], [0.3, 0.1, -0.5], [0.1, -0.3, 0.6], [0.1, -0.4, -0.5], [0.5, -0.4, 0.3], [0.1, -0.2, -0.5], [0.0, -0.5, 0.8], [0.1, -0.4, -1.0], [0.1, 1.0, -0.3], [0.0, -0.4, 0.8], [0.1, 0.9, -0.2], [0.6, -0.2, 0.0], [-1.1, 0.0, -0.1], [0.5, -0.3, 0.9], [0.1, -0.6, 0.3], [0.6, 0.5, -1.1], [-1.4, 0.0, 0.4], [0.5, 0.2, 0.1], [-0.2, -0.4, -0.1], [-1.1, -0.2, 0.3], [-0.1, 0.1, 1.3], [-0.2, 1.0, 1.2], [-0.4, -0.4, 0.3], [0.5, -0.8, 0.2], [0.6, 0.5, 0.0], [0.0, 0.0, 0.1], [0.0, 0.0, 0.1], [0.0, 0.0, 0.2], [0.1, 0.1, -0.1], [0.1, 0.1, 0.2], [0.0, 0.1, -0.1], [-0.1, -0.1, 0.0], [-0.1, 0.0, 0.0], [0.0, 0.0, 0.0], [-1.2, -1.4, -1.0], [0.2, 0.1, 0.1], [-0.1, -0.3, -0.4], [-0.1, 0.6, 0.1], [0.2, 0.3, 0.3], [0.3, 0.0, 0.4], [-0.3, -0.4, -0.3], [0.0, 0.1, 0.0], [0.0, 0.0, 0.0], [0.0, 0.0, 0.0], [0.0, 0.0, 0.0], [0.1, 0.0, 0.0], [-0.1, 0.2, 0.1], [0.3, -0.6, -0.3], [0.2, -0.4, -0.1], [-0.1, 0.5, -0.3], [-0.6, -0.1, 0.3], [1.0, 0.2, 0.0], [0.3, 0.1, -0.1], [-0.9, 0.3, 0.2], [-0.7, -0.1, 0.5], [0.6, -0.8, -0.4], [1.1, -0.2, -1.2], [0.7, 0.0, 0.1], [-0.5, 0.3, -0.2], [-0.2, 0.0, 0.0], [0.4, -0.1, 0.7], [-0.4, 0.4, -0.9], [0.6, 0.2, -3.4], [0.6, -0.3, 0.1], [0.0, 0.4, -0.9], [-0.1, -0.3, 0.7], [-0.3, -0.2, 1.0], [0.1, -0.2, -0.2], [0.1, -0.1, -0.1], [0.1, 0.1, -0.2], [0.0, 0.1, -0.3], [-0.2, -0.1, -0.2], [-0.1, 0.2, 0.2], [0.5, 0.2, 0.3], [-0.1, 0.2, 0.1], [0.3, 0.1, 0.0], [0.2, -0.1, 0.0], [-0.1, 0.0, -0.1], [-0.1, -0.2, 0.0], [-0.1, 0.0, -0.1], [-0.1, 0.0, 0.1], [0.1, -0.2, 0.0], [0.1, 0.3, 0.1]],
  "homo_energy_ev": [-6.2649, -9.6925],
  "s_squared": 15.909,
  "largest_force_ev_per_a": 4.82,
  "homo_lumo_gap_ev": [3.67, 4.95],
  "e_lumo_ev": [-2.599, -4.738],
  "spin_multiplicity": 8,
  "e_above_lowest_kcal_mol": 0.0,
  "total_charge": 1
}